# 1
Below is a 9-piece molecular cluster, C23H50F13N18O8P2S overall at a distorted geometry, with properties calculated with ωB97M-V/def2-TZVPD.

CARTESIAN COORDINATES (ANGSTROEM)
1 C -2.6713 1.3291 3.8903
2 C -2.8098 -0.3026 4.2287
3 P -1.1183 -1.1509 4.5399
4 C -1.3209 -2.9793 5.1015
5 C -0.5542 -3.0738 6.5832
6 C -0.1181 -0.9964 2.9203
7 C 1.2260 -0.0360 2.6827
8 N 1.6637 -0.1962 1.2143
9 C 0.6635 -1.1916 0.5922
10 C 0.6898 -1.6488 -0.9796
11 C -0.5420 -1.0329 -1.8963
12 C -0.7768 0.5810 -1.7181
13 F 0.5524 1.1905 -1.4931
14 F -1.5607 0.8017 -0.4445
15 C -1.6752 1.2855 -2.9018
16 F -2.2395 0.1336 -3.7051
17 F -2.9060 1.9348 -2.3141
18 C -0.8625 2.2059 -3.9617
19 F 0.2855 1.3555 -4.4596
20 F -1.7354 2.3754 -5.1841
21 C -0.2182 3.5957 -3.4592
22 F 1.2572 3.5126 -3.1405
23 F -0.2749 4.5431 -4.6377
24 C -0.9120 4.3827 -2.2203
25 F -0.9614 3.6422 -0.9268
26 F -0.0083 5.5643 -1.9370
27 C -2.3842 5.0449 -2.5179
28 F -3.0777 4.5325 -3.7185
29 F -2.2731 6.5387 -2.5941
30 F -3.2120 4.7818 -1.2824
31 N -0.3748 -1.6628 1.5859
32 P -1.6812 -2.8254 1.1725
33 S -3.3704 -1.9916 0.6803
34 H -3.5183 1.6570 3.1188
35 H -1.6423 1.5863 3.3956
36 H -2.7509 1.8746 4.9237
37 H -3.5091 -0.3565 5.1911
38 H -3.4018 -0.7555 3.3148
39 H -2.4353 -3.3167 5.2423
40 H -0.7915 -3.7567 4.4012
41 H 0.5185 -3.5063 6.3466
42 H -1.1634 -3.7410 7.3442
43 H -0.4099 -1.9601 6.9729
44 H 1.6873 0.6474 3.5252
45 H 2.4734 0.2959 0.7662
46 H 1.7066 -1.3328 -1.4682
47 H 0.6216 -2.8402 -0.9866
48 H -1.5749 -1.5790 -1.6554
49 H -0.2862 -1.3634 -3.0147
50 H -1.7810 -3.7685 2.2798
51 H -1.2582 -3.6183 0.0220
52 C 2.3616 -5.2841 0.6242
53 O 1.8995 -5.1898 -0.5017
54 N 2.0740 -4.4110 1.6076
55 N 3.2024 -6.2700 0.9888
56 H 2.4502 -4.4811 2.5377
57 H 1.4464 -3.6521 1.3831
58 H 3.4490 -6.9512 0.2850
59 H 3.5876 -6.3552 1.9139
60 C 1.8819 1.4121 6.4074
61 O 1.4337 0.5852 5.6295
62 N 3.1162 1.9354 6.2867
63 N 1.1841 1.8790 7.4597
64 H 3.4933 2.6170 6.9230
65 H 3.6799 1.6164 5.5116
66 H 0.2510 1.5163 7.5934
67 H 1.5456 2.5602 8.1054
68 C 2.5140 5.6733 -7.6571
69 O 2.9184 6.5515 -8.4022
70 N 2.8812 4.3841 -7.7799
71 N 1.6627 5.9112 -6.6419
72 H 2.5529 3.6544 -7.1706
73 H 3.5199 4.1546 -8.5280
74 H 1.3573 6.8646 -6.5082
75 H 1.3245 5.1938 -6.0232
76 C -3.3338 5.1812 3.2931
77 O -3.1876 4.1906 3.9912
78 N -3.7364 6.3682 3.7838
79 N -3.1063 5.1801 1.9663
80 H -3.8594 7.1892 3.2159
81 H -3.9201 6.4201 4.7757
82 H -2.8020 4.3116 1.5501
83 H -3.2242 5.9914 1.3837
84 C -6.3957 0.5639 -0.1587
85 O -6.7966 -0.5653 0.0737
86 N -7.2060 1.6387 -0.1728
87 N -5.1052 0.8413 -0.4227
88 H -6.8842 2.5723 -0.3632
89 H -8.1852 1.4821 0.0198
90 H -4.4567 0.0669 -0.4238
91 H -4.7663 1.7685 -0.6151
92 C -6.9120 5.6810 -1.1823
93 O -7.3129 4.5517 -0.9500
94 N -7.7223 6.7558 -1.1965
95 N -5.6215 5.9583 -1.4464
96 H -7.4005 7.6894 -1.3869
97 H -8.7015 6.5991 -1.0039
98 H -4.9730 5.1840 -1.4475
99 H -5.2826 6.8856 -1.6388
100 C 6.4101 -7.7272 -0.9388
101 O 5.4916 -8.0454 -0.2005
102 N 6.2287 -7.0114 -2.0643
103 N 7.6913 -8.0620 -0.6973
104 H 6.9795 -6.7450 -2.6781
105 H 5.2834 -6.7355 -2.2894
106 H 7.8793 -8.6002 0.1365
107 H 8.4541 -7.8041 -1.3000
108 C 8.7520 -8.3154 -4.1917
109 O 8.3167 -7.2682 -3.7400
110 N 8.1147 -9.4927 -4.0514
111 N 9.9106 -8.3917 -4.8727
112 H 8.4661 -10.3599 -4.4202
113 H 7.2396 -9.4875 -3.5471
114 H 10.4268 -7.5337 -5.0047
115 H 10.2765 -9.2500 -5.2482

Calculated values
charge = +1
E_HOMO = -10.504 eV
calculated total energy = -132592.789 eV

---

# 2
Below is an isolated ion of composition C11H16P and charge +1 at a distorted geometry, with properties calculated with ωB97M-V/def2-TZVPD.

CARTESIAN COORDINATES (ANGSTROEM)
1 C 4.6507 -0.3292 0.0111
2 C 4.1198 0.8669 0.5121
3 C 3.7161 -1.2815 -0.4126
4 C 2.8122 1.1391 0.4810
5 C 2.3666 -1.0945 -0.1424
6 C 1.7885 0.1836 0.1871
7 C 0.4136 0.4677 0.2718
8 C -0.5855 -0.5635 -0.4002
9 C -3.4717 -1.3758 -0.2435
10 C -2.4825 0.6050 1.5558
11 C -2.7309 1.1866 -1.3769
12 P -2.2328 -0.0762 -0.1447
13 H 5.6389 -0.4337 -0.2198
14 H 4.7247 1.7135 0.7916
15 H 4.0553 -2.2210 -0.7592
16 H 2.6838 2.1932 0.5700
17 H 1.8465 -2.0424 -0.2814
18 H 0.1124 1.5052 0.3112
19 H -0.1758 -1.6040 -0.4829
20 H -3.4388 -1.9660 -1.1371
21 H -4.4580 -1.0779 -0.0906
22 H -3.3653 -2.0771 0.5247
23 H -1.5586 1.0364 1.6851
24 H -2.6975 -0.2206 2.1370
25 H -3.3002 1.3191 1.5003
26 H -1.8997 1.8136 -1.4663
27 H -3.5142 1.8085 -1.1420
28 H -3.0178 0.5251 -2.2391

Calculated values
charge = +1
E_HOMO = -11.965 eV
calculated total energy = -20946.498 eV
energy above the lowest of the compared OMol25 structures with the same formula, charge and spin = 35.7 kcal per mole

---

# 3
Below is one molecule with the formula C12H19OP at a distorted geometry, with properties calculated with ωB97M-V/def2-TZVPD.

CARTESIAN COORDINATES (ANGSTROEM)
1 C -2.5131 0.6723 -1.6982
2 C -1.9457 1.6685 -1.0196
3 C 0.5806 -2.6060 0.2837
4 C 2.9872 -0.0394 -0.0099
5 C 2.1398 1.2569 0.3958
6 C 2.1016 -1.3787 2.2095
7 C 2.8362 -1.2122 0.8766
8 C 0.7228 1.1932 0.0153
9 C 1.6783 -2.1319 1.0268
10 C -2.5275 0.4287 -3.1386
11 C -0.7739 -2.8958 0.9978
12 C -2.0906 1.6896 0.4584
13 O 0.4541 -2.7630 -0.9407
14 P -0.5123 0.9033 1.2728
15 H -3.0980 0.0693 -1.1577
16 H -1.4137 2.5506 -1.3377
17 H 2.6665 -0.5330 -0.9287
18 H 3.9564 0.4726 -0.1321
19 H 2.4154 1.3258 1.3993
20 H 2.4547 2.2035 -0.0793
21 H 2.5106 -1.9400 3.0155
22 H 1.4869 -0.6808 2.5705
23 H 3.6881 -1.8756 1.0970
24 H 0.5718 0.4510 -0.8295
25 H -3.4427 0.1699 -3.4838
26 H -1.8727 -0.3025 -3.4343
27 H -2.0907 1.2887 -3.7475
28 H -1.1577 -3.9011 0.8496
29 H -1.5391 -2.2426 0.7138
30 H -0.6084 -2.9459 1.9995
31 H -2.8928 1.1999 1.0060
32 H -2.1939 2.7871 0.9515
33 H -0.2662 2.0631 2.2851

Calculated values
E_HOMO (alpha / beta) = -8.690 / -7.424 eV
calculated total energy = -24080.400 eV
energy above the lowest of the compared OMol25 structures with the same formula, charge and spin = 160.5 kcal per mole

---

> calculated total energy of number 3 (C12H19OP)?

-24080.400 eV